Model 1:
18
Properties=species:S:1:pos:R:3:lowdin_charge:R:1 method="wB97M-V/def2-TZVPD" e_homo_ev=-8.1 spin_multiplicity=1 total_charge=0 smiles=CN1CCSCC1 homo_lumo_gap_ev=9.03
S 2.28 -0.07 -0.09 0.83
N -0.92 -0.01 0.46 -0.25
C -0.14 1.19 0.66 -0.28
C 1.06 -1.37 -0.21 -0.49
C -0.06 -1.15 0.80 -0.26
C -1.66 -0.09 -0.75 -0.12
C 1.15 1.34 -0.18 -0.49
H -1.90 -1.11 -1.01 0.08
H 0.97 1.60 -1.26 0.08
H 1.64 -2.28 -0.06 0.07
H -0.79 2.07 0.47 0.13
H -0.72 -2.04 0.94 0.12
H 0.69 -1.36 -1.26 0.08
H 0.16 1.18 1.73 0.12
H 1.68 2.25 0.25 0.09
H -2.62 0.47 -0.66 0.09
H -1.18 0.31 -1.65 0.08
H 0.37 -0.95 1.83 0.13


Model 2:
18
Properties=species:S:1:pos:R:3:lowdin_charge:R:1 method="wB97M-V/def2-TZVPD" e_homo_ev="-8.6 / -7.4" spin_multiplicity=1 total_charge=0 homo_lumo_gap_ev="9.26 / 6.56"
S 2.04 -1.99 0.56 0.52
N 2.65 -2.28 -0.98 -0.47
C 0.01 1.36 -0.34 -0.21
C -0.51 0.91 -1.73 -0.11
C -0.70 0.66 2.19 -0.08
C -1.44 -0.36 1.25 -0.13
C -0.31 0.39 0.77 -0.26
H -0.07 -0.07 -2.09 0.10
H -1.29 -1.49 1.45 0.13
H -0.49 1.81 -2.31 0.06
H -0.21 0.10 2.95 0.07
H 1.06 1.39 -0.55 0.09
H -0.60 2.24 0.00 0.13
H 2.32 -3.19 -1.30 0.01
H 2.60 -1.55 -1.65 0.00
H -1.20 1.53 2.49 0.07
H -2.37 -0.14 0.96 0.04
H -1.50 0.69 -1.68 0.02


Of them, the most stable is model 1 and the least stable is model 2.


Model 1:
9
Properties=species:S:1:pos:R:3:lowdin_charge:R:1 method="wB97M-V/def2-TZVPD" e_homo_ev=-10.6 spin_multiplicity=1 total_charge=0 homo_lumo_gap_ev=9.11
O 1.96 -1.19 0.29 -0.01
O 0.43 1.78 -0.03 0.16
O -1.65 -0.52 -0.92 0.07
O -1.50 -0.01 1.31 0.16
C 0.11 0.63 -0.18 -0.27
C -1.03 0.00 0.16 -0.52
C 1.53 -0.01 -0.07 -0.06
H 2.40 0.77 -0.15 0.16
H -2.24 -1.45 -0.41 0.31


Model 2:
9
Properties=species:S:1:pos:R:3:lowdin_charge:R:1 method="wB97M-V/def2-TZVPD" e_homo_ev="-10.0 / -10.0" spin_multiplicity=1 total_charge=0 homo_lumo_gap_ev="8.85 / 8.85"
O 1.10 0.79 -0.85 0.11
O 1.70 -0.26 0.81 0.09
O 0.11 -1.25 -0.63 0.10
O -1.67 0.27 -0.30 0.12
C 1.18 -0.44 -0.49 -0.41
C 0.62 0.76 0.56 0.06
C -0.63 -0.28 0.27 -0.32
H -0.99 -0.79 1.08 0.14
H -1.42 1.18 -0.46 0.12


Of them, the most stable is model 1 and the least stable is model 2.


Model 1:
11
Properties=species:S:1:pos:R:3:lowdin_charge:R:1 method="wB97M-V/def2-TZVPD" e_homo_ev=-13.6 spin_multiplicity=1 total_charge=+1 homo_lumo_gap_ev=9.63
S -0.21 0.67 -0.13 0.68
N 1.54 -1.34 1.53 0.26
C -1.46 0.34 -1.45 -0.42
H -2.22 -0.27 -0.92 0.04
H 1.39 -1.44 2.54 0.15
H 0.68 1.27 -0.97 -0.10
H 2.30 -0.69 1.35 0.14
H -0.95 -0.23 -2.23 0.03
H -2.08 1.13 -1.89 0.05
H 0.64 -0.95 1.07 0.02
H 1.65 -2.29 1.18 0.15


Model 2:
11
Properties=species:S:1:pos:R:3:lowdin_charge:R:1 method="wB97M-V/def2-TZVPD" e_homo_ev=-13.3 spin_multiplicity=1 total_charge=+1 homo_lumo_gap_ev=9.10
S 0.89 0.18 -0.36 0.62
N -2.20 -1.01 -0.62 0.29
C 0.84 0.90 1.28 -0.51
H 1.80 0.84 1.80 0.04
H 0.04 0.43 1.97 0.05
H -2.50 -1.97 -0.39 0.16
H -2.33 -0.81 -1.60 0.15
H -1.20 -1.10 -0.22 0.08
H 0.59 2.02 1.12 0.06
H -2.49 -0.28 -0.01 0.13
H 2.24 -0.30 -0.31 -0.06


Model 3:
11
Properties=species:S:1:pos:R:3:lowdin_charge:R:1 method="wB97M-V/def2-TZVPD" e_homo_ev=-13.9 spin_multiplicity=1 total_charge=+1 homo_lumo_gap_ev=9.80
S -0.96 -0.18 -0.41 0.70
N 1.97 1.26 -0.23 0.28
C -0.43 -0.98 1.14 -0.44
H 1.92 1.75 0.66 0.15
H -0.84 -1.98 1.18 0.04
H 0.64 -1.01 1.27 0.02
H 2.17 1.92 -0.98 0.15
H 1.04 0.79 -0.42 0.01
H -0.88 -0.40 1.95 0.04
H 2.72 0.56 -0.20 0.15
H -0.41 -1.08 -1.23 -0.12


Of them, the most stable is model 3 and the least stable is model 2.


Model 1:
97
Properties=species:S:1:pos:R:3:lowdin_spin:R:1 method="wB97M-V/def2-TZVPD" e_homo_ev="-2.7 / -2.9" spin_multiplicity=2 total_charge=-2 homo_lumo_gap_ev="6.32 / 6.48"
Rb 0.08 -0.50 -0.03 0.04
Se -1.81 1.29 -5.18 0.00
Ge -0.55 -1.20 3.73 0.00
Cl 0.11 -0.62 5.90 0.00
Cl 1.04 0.24 2.68 0.03
Cl -2.34 0.32 3.60 0.00
S -1.85 5.11 -2.25 0.00
S 0.13 3.26 0.11 0.00
S -2.97 1.73 0.03 0.00
Si 3.89 0.04 0.10 0.51
O 0.10 -2.78 1.10 0.00
O -2.23 -1.65 0.66 0.00
O -0.34 -4.39 -0.41 0.00
N -0.39 0.37 -2.74 0.00
C -0.63 -3.45 0.33 0.00
C -3.89 -4.11 3.60 0.00
C -2.93 -2.71 -3.35 0.00
C 4.60 -0.92 2.72 0.00
C -2.47 3.00 1.21 0.00
C -3.12 3.87 -1.84 0.00
C 5.92 -1.88 0.85 0.02
C -2.78 -3.89 1.46 0.00
C -2.63 2.44 -1.61 0.00
C 4.09 -0.37 -1.79 0.08
C 6.12 1.78 0.74 0.02
C 4.25 2.84 -0.50 0.01
C -3.30 -6.07 2.35 0.00
C 3.54 -2.55 1.23 0.02
C -3.34 -3.31 2.60 0.00
C -0.98 3.10 1.52 0.00
C -1.21 5.66 -0.64 0.00
C -3.88 -5.49 3.48 0.00
C -2.17 -3.05 0.36 0.00
C 0.11 5.04 -0.20 0.00
C 3.17 0.52 -2.64 0.02
C 5.54 -0.18 -2.28 0.02
C -4.12 -3.81 -1.11 0.00
C 4.60 1.79 0.56 0.08
C -0.93 0.74 -3.71 0.00
C 3.67 -1.82 -2.09 0.01
C -2.76 -5.28 1.36 0.00
C 4.53 -1.37 1.26 0.07
C -2.85 -3.25 -0.99 0.00
C 3.94 2.28 1.87 0.01
C -2.27 -2.70 -2.13 0.00
C -4.19 -3.28 -3.45 0.00
C -4.78 -3.83 -2.33 0.00
H 2.12 0.40 -2.38 0.01
H 3.17 2.89 -0.68 0.00
H 3.41 1.58 -2.57 0.00
H 5.86 0.85 -2.20 0.00
H -5.77 -4.28 -2.40 0.00
H -1.98 5.54 0.11 0.00
H 3.89 -3.33 1.91 0.00
H -2.46 -2.25 -4.21 0.00
H 6.24 -0.80 -1.72 0.00
H -0.67 2.18 2.02 0.00
H 0.86 5.19 -0.98 0.00
H 5.60 -0.46 -3.34 0.01
H -3.14 1.76 -2.29 0.00
H 4.13 1.62 2.71 0.00
H -3.27 -7.15 2.26 0.00
H 4.34 3.27 2.12 0.00
H 6.64 1.46 -0.17 0.00
H 5.35 -0.15 2.89 0.00
H 5.92 -2.32 -0.15 0.00
H 4.75 2.65 -1.45 0.00
H -4.31 -3.64 4.48 0.00
H -0.79 3.92 2.22 0.00
H 2.86 2.36 1.75 0.00
H -4.61 -4.22 -0.23 0.00
H -1.05 6.74 -0.75 0.00
H 6.67 -1.09 0.87 0.00
H 3.43 -3.00 0.24 0.00
H -2.28 -5.72 0.49 0.00
H -3.34 -2.24 2.73 0.00
H -4.30 -6.11 4.26 0.00
H 4.89 -1.78 3.34 0.00
H -3.15 -1.39 0.80 0.00
H 2.54 -2.25 1.56 0.00
H 4.57 3.83 -0.15 0.00
H 6.24 -2.66 1.55 0.01
H -3.71 4.25 -1.00 0.00
H 3.71 -1.98 -3.17 0.00
H -2.89 3.96 0.90 0.00
H 2.65 -2.02 -1.76 0.00
H 6.44 1.12 1.54 0.00
H 4.33 -2.55 -1.62 0.00
H 0.47 5.55 0.70 0.00
H -3.77 3.90 -2.72 0.00
H 3.64 -0.56 3.08 0.00
H -4.71 -3.28 -4.40 0.00
H 3.27 0.23 -3.70 0.00
H -1.28 -2.26 -2.09 0.00
H 6.47 2.79 0.98 0.01
H -2.98 2.71 2.13 0.00
H -1.57 2.36 -1.83 0.00


Model 2:
97
Properties=species:S:1:pos:R:3:lowdin_spin:R:1 method="wB97M-V/def2-TZVPD" e_homo_ev="-2.7 / -3.0" spin_multiplicity=2 total_charge=-2 homo_lumo_gap_ev="6.06 / 6.40"
Rb 2.85 -0.48 -1.12 0.03
Se 3.40 -4.21 -0.50 0.00
Ge 4.22 2.19 -3.50 0.00
Cl 6.14 2.69 -4.66 0.00
Cl 4.11 -0.05 -4.09 0.00
Cl 5.23 1.75 -1.45 0.00
S 2.05 -3.47 4.40 0.00
S 0.48 -0.71 2.62 0.01
S 3.91 -0.81 2.35 0.00
Si -1.24 -1.70 -1.43 0.51
O 1.17 1.67 -1.03 0.01
O 1.37 2.76 1.22 0.00
O -0.36 3.08 -1.87 0.00
N 2.85 -6.05 -2.78 0.00
C 2.38 7.28 -0.33 0.00
C -1.96 4.18 0.34 0.00
C -2.26 0.66 -0.26 0.02
C 1.08 4.84 0.09 0.00
C -2.41 3.00 2.81 0.00
C -2.87 -1.39 0.94 0.00
C -1.45 0.27 -3.52 0.00
C 4.12 -2.58 2.71 0.00
C 0.39 2.67 -1.00 0.00
C -0.14 -1.74 3.98 0.00
C -1.23 -3.61 -1.12 0.08
C -2.63 -4.24 -1.28 0.02
C 1.65 0.39 3.45 0.00
C 2.12 4.94 -0.83 0.00
C 2.77 6.15 -1.04 0.00
C -2.20 -2.03 -4.13 0.02
C 2.87 -3.44 2.77 0.00
C 3.02 -0.18 3.79 0.00
C 0.23 -1.49 -3.87 0.02
C 3.07 -5.32 -1.91 0.00
C -2.66 -0.81 -0.47 0.07
C 0.70 5.97 0.80 0.00
C -0.90 3.54 1.00 0.00
C 1.35 7.19 0.59 0.00
C -3.46 3.63 2.15 0.00
C -1.15 2.96 2.24 0.00
C -0.28 -4.33 -2.08 0.01
C -0.71 -3.90 0.30 0.02
C -1.18 -1.23 -3.31 0.08
C -4.00 -0.87 -1.21 0.02
C 0.31 -3.19 3.96 0.00
C 0.47 3.46 0.36 0.00
C -3.22 4.22 0.91 0.00
H 2.44 4.06 -1.38 0.00
H -2.16 -1.70 -5.17 0.01
H -0.27 -3.76 4.69 0.00
H 1.66 2.05 0.61 0.00
H -1.23 -1.71 3.91 0.00
H -3.96 -0.38 -2.18 0.00
H -4.77 -0.36 -0.61 0.01
H -0.34 2.45 2.74 0.00
H -2.55 -5.32 -1.12 0.01
H 0.14 -1.26 4.92 0.00
H -4.34 -1.90 -1.37 0.00
H -1.95 -1.36 1.52 0.00
H -3.22 -1.88 -3.77 0.00
H 3.13 -4.46 2.51 0.00
H 0.23 -1.24 -4.94 0.00
H -1.35 -3.48 1.07 0.00
H -0.10 5.91 1.52 0.00
H -3.24 -2.42 0.92 0.00
H -1.30 0.50 -4.58 0.00
H 1.04 8.06 1.15 0.00
H -3.35 -3.85 -0.57 0.00
H 2.88 8.23 -0.50 0.00
H -0.78 0.91 -2.95 0.00
H -4.45 3.66 2.58 0.00
H 3.62 0.62 4.23 0.00
H -1.99 -3.10 -4.12 0.00
H 1.17 0.79 4.35 0.00
H 3.57 6.20 -1.76 0.00
H 0.30 -3.52 0.43 0.01
H 2.14 -3.10 2.03 0.00
H -0.21 -5.39 -1.82 0.00
H -3.04 1.18 0.32 0.00
H 4.73 -2.93 1.88 0.00
H 0.56 -2.52 -3.77 0.00
H -0.66 -4.99 0.45 0.00
H -1.78 4.61 -0.63 0.00
H -2.59 2.52 3.76 0.00
H -2.47 0.55 -3.27 0.00
H -0.60 -4.28 -3.12 0.00
H -3.62 -0.77 1.46 0.00
H 4.72 -2.68 3.62 0.00
H 0.74 -3.94 -2.02 0.00
H -4.03 4.71 0.38 0.00
H 0.96 -0.83 -3.41 0.01
H -3.03 -4.08 -2.29 0.00
H -1.33 0.74 0.30 0.01
H 1.74 1.23 2.76 0.00
H 0.13 -3.64 2.98 0.00
H -2.12 1.21 -1.19 0.00
H 2.94 -0.98 4.52 0.00


Of them, the most stable is model 2 and the least stable is model 1.


Model 1:
17
Properties=species:S:1:pos:R:3:lowdin_charge:R:1 method="wB97M-V/def2-TZVPD" e_homo_ev=-8.5 spin_multiplicity=1 total_charge=0 smiles="C=NC.CSC" homo_lumo_gap_ev=9.36
S -0.93 2.89 -0.62 0.67
N 0.88 -3.99 0.36 -0.10
C -2.29 2.50 0.67 -0.36
C 0.30 -4.05 -0.75 -0.10
C 2.30 -3.74 0.41 -0.15
C 0.54 2.77 0.46 -0.44
H 1.04 1.83 0.29 0.01
H 0.77 -3.83 -1.72 0.06
H -2.17 3.26 1.43 0.02
H 0.25 2.91 1.50 0.03
H 2.58 -2.90 1.03 0.07
H 2.68 -4.65 0.88 0.08
H -0.59 -4.62 -1.01 0.06
H -2.20 1.43 0.86 0.03
H 1.23 3.57 0.20 0.02
H 2.72 -3.61 -0.60 0.07
H -3.19 2.78 0.14 0.01


Model 2:
17
Properties=species:S:1:pos:R:3:lowdin_charge:R:1 method="wB97M-V/def2-TZVPD" e_homo_ev=-8.7 spin_multiplicity=1 total_charge=0 smiles="C=NC.CCS" homo_lumo_gap_ev=9.70
S 1.18 -1.21 1.24 0.66
N -0.15 0.31 -1.72 -0.11
C -0.32 -0.84 2.22 -0.62
C 0.96 0.85 -2.51 -0.14
C -0.37 0.59 2.71 -0.18
C -0.85 -0.57 -2.28 -0.08
H -1.15 -1.06 1.55 0.05
H 1.87 0.79 -1.93 0.07
H -0.36 -1.60 3.00 0.06
H -0.48 -1.27 -3.04 0.08
H 0.72 1.89 -2.71 0.08
H -1.84 -0.78 -1.88 0.07
H 0.91 -0.28 0.32 -0.19
H 0.45 0.80 3.40 0.07
H -1.29 0.77 3.26 0.07
H 1.05 0.33 -3.47 0.07
H -0.33 1.27 1.85 0.06


Model 3:
17
Properties=species:S:1:pos:R:3:lowdin_charge:R:1 method="wB97M-V/def2-TZVPD" e_homo_ev=-8.0 spin_multiplicity=1 total_charge=0 smiles="C=CN.CSC" homo_lumo_gap_ev=8.91
S -1.89 1.32 -0.07 0.69
N 2.74 -0.88 0.95 0.02
C 2.86 -0.44 -0.31 -0.36
C -1.80 -0.24 -1.03 -0.45
C -2.93 0.63 1.28 -0.43
C 2.25 0.59 -0.98 -0.05
H -0.95 -0.89 -0.73 0.03
H 1.29 0.97 -0.48 0.03
H 2.30 -0.39 1.71 0.09
H -1.61 0.01 -2.14 0.06
H -3.19 1.47 1.92 0.02
H 2.51 1.05 -2.01 0.06
H -2.36 -0.14 1.80 0.03
H -2.62 -0.93 -1.04 0.01
H -3.82 0.18 0.75 0.04
H 3.59 -1.05 -0.85 0.10
H 3.65 -1.27 1.22 0.10


Model 4:
17
Properties=species:S:1:pos:R:3:lowdin_charge:R:1 method="wB97M-V/def2-TZVPD" e_homo_ev=-8.4 spin_multiplicity=1 total_charge=0 smiles="C=NC.CSC" homo_lumo_gap_ev=9.40
S -1.03 -1.46 -0.37 0.71
N 1.84 1.00 -0.33 -0.09
C 1.19 2.26 -0.74 -0.15
C 1.63 0.01 -1.08 -0.16
C -1.79 0.02 0.40 -0.38
C -0.57 -2.32 1.16 -0.41
H -0.99 0.69 0.69 0.02
H 0.71 2.63 0.17 0.06
H 0.12 -1.68 1.72 0.04
H 1.96 2.96 -1.04 0.07
H -2.56 0.55 -0.15 0.04
H -0.12 -3.28 0.95 0.04
H 1.19 0.22 -2.07 0.07
H -1.51 -2.25 1.71 0.02
H 1.85 -1.02 -0.82 0.05
H -2.27 -0.45 1.26 0.01
H 0.38 2.12 -1.47 0.07


Of them, the most stable is model 2 and the least stable is model 1.


Model 1:
17
Properties=species:S:1:pos:R:3:lowdin_charge:R:1 method="wB97M-V/def2-TZVPD" e_homo_ev=-8.4 spin_multiplicity=1 total_charge=0 homo_lumo_gap_ev=9.29
S -2.58 -0.23 0.02 0.71
N 1.38 -0.03 -0.27 -0.35
C 2.61 -0.98 0.02 -0.11
C 0.03 -0.46 0.16 -0.34
C -0.95 0.56 -0.36 -0.53
C 1.82 1.30 0.17 -0.17
H -0.83 1.39 0.23 0.03
H -1.07 0.64 -1.46 0.08
H 2.35 -1.97 -0.37 0.05
H 0.10 -0.43 1.22 0.08
H -2.32 0.29 1.16 -0.18
H 3.05 1.07 0.05 0.10
H 0.12 -1.60 -0.17 0.15
H 2.95 -0.96 1.06 0.07
H 3.55 -0.74 -0.74 0.12
H 1.34 1.62 1.40 0.15
H 1.30 2.07 -0.78 0.14


Model 2:
17
Properties=species:S:1:pos:R:3:lowdin_charge:R:1 method="wB97M-V/def2-TZVPD" e_homo_ev=-8.3 spin_multiplicity=1 total_charge=0 smiles="C=CN.CSC" homo_lumo_gap_ev=9.31
S 1.94 -1.63 2.27 0.70
N -2.67 0.86 -2.32 0.01
C -1.15 1.67 -0.62 -0.02
C 2.11 -2.32 0.55 -0.39
C 1.01 -0.10 2.11 -0.46
C -1.35 0.98 -1.74 -0.27
H -0.20 1.67 -0.10 0.03
H 1.53 0.81 2.41 0.03
H 1.05 -2.35 0.26 0.02
H -1.81 2.46 -0.25 0.06
H -0.49 0.61 -2.28 0.09
H 0.08 -0.19 2.68 0.03
H -2.76 1.66 -2.93 0.07
H 2.55 -1.59 -0.12 0.03
H 2.60 -3.28 0.58 0.02
H -3.30 0.73 -1.54 0.06
H 0.86 0.02 1.04 0.00


Of them, the most stable is model 2 and the least stable is model 1.


Model 1:
17
Properties=species:S:1:pos:R:3:lowdin_charge:R:1 method="wB97M-V/def2-TZVPD" e_homo_ev=-8.7 spin_multiplicity=1 total_charge=0 smiles="C=NC.CCS" homo_lumo_gap_ev=9.53
S -0.95 0.12 1.64 0.68
N 0.26 1.02 -1.32 -0.13
C -0.80 1.73 -1.99 -0.15
C 0.17 -1.34 1.92 -0.59
C -0.16 -2.50 1.00 -0.20
C 1.25 1.72 -0.86 -0.05
H 0.13 -1.56 3.01 0.07
H -0.55 0.34 0.47 -0.27
H 1.95 1.37 -0.06 0.09
H 1.17 -0.90 1.78 0.05
H 1.29 2.74 -1.24 0.06
H 0.50 -3.40 1.24 0.08
H 0.13 -2.19 -0.04 0.07
H -1.62 1.96 -1.32 0.08
H -1.16 1.12 -2.81 0.07
H -0.39 2.65 -2.43 0.07
H -1.21 -2.87 1.00 0.07


Model 2:
17
Properties=species:S:1:pos:R:3:lowdin_charge:R:1 method="wB97M-V/def2-TZVPD" e_homo_ev=-8.9 spin_multiplicity=1 total_charge=0 smiles=CC[C@@H](N)CS homo_lumo_gap_ev=9.74
S -2.17 0.06 -0.09 0.69
N 1.82 -1.62 -0.12 0.04
C 1.46 0.72 0.26 -0.27
C 0.87 2.03 -0.11 -0.12
C -0.61 -0.74 0.25 -0.55
C 0.84 -0.52 -0.31 -0.44
H 0.88 2.31 -1.12 0.05
H -2.88 -0.94 0.39 -0.16
H 0.69 -0.53 -1.41 0.14
H 2.57 0.58 0.19 0.12
H -0.94 -1.70 -0.11 0.04
H 1.37 2.83 0.46 0.08
H -0.14 2.20 0.41 0.09
H 2.01 -1.64 0.84 0.04
H 1.18 0.59 1.33 0.12
H -0.67 -0.96 1.32 0.06
H 2.67 -1.24 -0.48 0.05


Of them, the most stable is model 2 and the least stable is model 1.


Model 1:
8
Properties=species:S:1:pos:R:3:lowdin_charge:R:1 method="wB97M-V/def2-TZVPD" e_homo_ev="-9.5 / -9.5" spin_multiplicity=1 total_charge=0 smiles="FC(=S)[C@@H](F)S" homo_lumo_gap_ev="9.09 / 9.10"
S 0.76 -0.06 -2.20 0.76
S -1.27 -1.31 0.64 0.76
F 0.28 1.95 -0.80 0.03
F 0.43 0.40 1.68 -0.03
C 0.32 -0.39 0.62 -0.63
C 0.26 0.66 -0.88 -0.83
H -2.02 -0.24 0.61 -0.15
H 1.22 -1.01 0.33 0.10


Model 2:
8
Properties=species:S:1:pos:R:3:lowdin_charge:R:1 method="wB97M-V/def2-TZVPD" e_homo_ev="-8.9 / -8.8" spin_multiplicity=1 total_charge=0 smiles="FC(=S)[C@@H](F)S" homo_lumo_gap_ev="7.08 / 6.76"
S -2.38 -1.62 0.51 0.23
S 1.08 0.90 1.18 0.78
F -1.33 0.71 -0.98 0.04
F 1.25 -0.04 -1.26 0.03
C 0.65 -0.38 -0.17 -0.69
C -0.78 -0.27 -0.26 -0.44
H 0.40 2.05 0.77 -0.09
H 1.11 -1.34 0.20 0.15


Of them, the most stable is model 1 and the least stable is model 2.